Entry 1:
67
Properties=species:S:1:pos:R:3:forces:R:3:mulliken_charge:R:1 method="wB97M-V/def2-TZVPD" spin_multiplicity=5 homo_lumo_gap_ev="6.86 / 6.96" e_above_lowest_ev=0.305
Cr 0.9574 -2.1342 -0.1106 0.1 0.0 0.1 0.20
C -0.6744 0.7279 6.0587 0.0 0.0 0.0 -0.50
C -1.3281 1.6097 5.2060 0.0 0.0 0.0 -0.82
C -1.1142 1.5380 3.8391 0.0 0.0 0.0 -0.13
C -0.2433 0.5842 3.3131 0.0 0.0 0.0 0.58
C 0.4202 -0.2884 4.1744 0.0 0.0 0.0 -0.13
C 0.1982 -0.2180 5.5436 0.0 0.0 0.0 -0.73
P 0.0831 0.3687 1.5337 0.0 0.0 -0.1 0.93
C -0.0424 2.0642 0.8629 0.0 0.0 0.0 0.29
C -0.5895 2.3035 -0.3944 0.0 0.0 0.0 -0.49
C -0.4617 3.5462 -1.0007 0.0 0.0 0.0 -0.45
C 0.2064 4.5726 -0.3519 0.0 0.0 0.0 -0.58
C 0.7487 4.3507 0.9092 0.0 0.0 0.0 -0.67
C 0.6314 3.1065 1.5083 0.0 0.0 0.0 -0.85
C -1.3727 -0.5366 0.8999 0.0 0.0 0.0 0.60
C -2.6780 -0.1017 1.1425 0.0 0.0 0.0 -0.13
C -3.7506 -0.9106 0.8041 0.0 0.0 0.0 -0.76
C -3.5040 -2.1662 0.2538 0.0 0.0 0.0 -0.78
C -2.2019 -2.5720 -0.0064 0.0 0.0 0.0 -0.04
C -1.0863 -1.7656 0.2790 0.0 -0.1 0.0 -0.69
H -0.8428 0.7855 7.1267 0.0 0.0 0.0 0.38
H -2.0038 2.3541 5.6081 0.0 0.0 0.0 0.39
H -1.6152 2.2378 3.1803 0.0 0.0 0.0 0.33
H 1.1098 -1.0237 3.7720 0.0 0.0 0.0 -0.08
H 0.7159 -0.9015 6.2040 0.0 0.0 0.0 0.45
H -1.1006 1.5019 -0.9130 0.0 0.0 0.0 0.18
H -0.8684 3.7020 -1.9912 0.0 0.0 0.0 0.42
H 0.3088 5.5404 -0.8253 0.0 0.0 0.0 0.38
H 1.2659 5.1497 1.4258 0.0 0.0 0.0 0.40
H 1.0617 2.9403 2.4902 0.0 0.0 0.0 0.43
H -2.8600 0.8571 1.6158 0.0 0.0 0.0 0.22
H -4.7642 -0.5862 1.0049 0.0 0.0 0.0 0.41
H -4.3354 -2.8321 0.0440 0.0 0.0 0.0 0.48
H -2.0479 -3.5636 -0.4250 0.0 0.0 0.0 0.49
S 3.8716 -1.7210 2.7048 0.0 0.0 -0.1 -0.35
C 2.9502 -2.5482 1.5837 0.1 0.1 0.1 0.18
S 1.4430 -3.3052 1.9286 -0.1 0.0 -0.1 -0.45
S 3.3855 -2.5730 -0.1292 -0.1 0.0 0.0 -0.67
N 3.2234 0.4753 0.3787 0.0 0.0 0.0 0.44
C 3.0399 1.2911 -0.8495 0.0 0.0 0.0 -0.68
P 2.0486 0.4395 -2.1448 0.0 0.0 0.0 0.89
O 1.4783 1.4305 -3.0883 0.0 0.0 0.0 -0.93
O 1.0719 -0.4881 -1.4224 0.0 -0.1 0.1 0.70
C 3.2077 -0.6231 -3.0664 0.0 0.0 0.0 -0.53
N 2.3964 -1.2556 -4.1228 0.0 0.0 0.0 -0.56
H 3.8718 0.8757 1.0541 0.0 0.0 0.0 0.44
H 3.5577 -0.5092 0.1732 0.0 0.0 0.0 -0.06
H 2.3125 0.3314 0.8659 0.0 0.0 0.0 -0.62
H 4.0153 1.5639 -1.2523 0.0 0.0 0.0 0.54
H 2.5016 2.2054 -0.5944 0.0 0.0 0.0 0.20
H 3.6366 -1.3904 -2.4224 0.0 0.0 0.0 0.13
H 4.0127 -0.0018 -3.4714 0.0 0.0 0.0 0.47
H 1.2137 -2.3173 -3.5002 0.0 0.0 0.0 0.26
H 2.9788 -1.8088 -4.7416 0.0 0.0 0.0 0.26
H 1.9539 -0.5282 -4.6795 0.0 0.0 0.0 0.25
S 0.2777 -3.3362 -3.1107 0.0 0.0 0.0 -0.34
C -1.1213 -2.3258 -3.1140 0.0 0.1 0.0 0.20
N -2.3432 -2.8072 -3.3144 0.0 0.0 0.0 -0.01
C -3.3562 -1.7540 -3.2118 0.0 0.0 0.0 -0.72
C -2.5190 -0.5594 -2.7118 0.0 0.0 0.0 0.13
N -1.1407 -1.0309 -2.8844 0.0 -0.1 0.0 0.44
H -2.5136 -3.7438 -3.6347 0.0 0.0 0.0 0.20
H -4.1297 -2.0309 -2.4986 0.0 0.0 0.0 0.37
H -3.8056 -1.5673 -4.1876 0.0 0.0 0.0 0.29
H -2.7014 -0.3599 -1.6541 0.0 0.0 0.0 -0.33
H -2.6900 0.3440 -3.2929 0.0 0.0 0.0 0.60
H -0.3506 -0.6121 -2.3701 0.0 0.0 0.0 -0.48

***

Entry 2:
59
Properties=species:S:1:pos:R:3:forces:R:3:mulliken_charge:R:1 method="wB97M-V/def2-TZVPD" spin_multiplicity=6 homo_lumo_gap_ev="6.37 / 6.73" total_charge=+1
C -1.5532 3.2042 -3.8099 0.0 -0.1 0.2 -0.72
C -1.3536 1.8871 -3.4203 0.9 -0.6 0.1 0.28
C -0.0272 1.3878 -3.3680 -0.2 0.3 -0.4 0.12
C 1.0498 2.2065 -3.7531 -0.7 1.1 -0.3 1.94
C 0.7893 3.5156 -4.2484 0.2 -0.4 0.6 -0.95
C -0.4908 4.0165 -4.2234 -0.3 0.0 0.1 -0.78
C 2.3508 1.7056 -3.5839 0.5 0.1 -0.8 -2.41
C 2.5621 0.3163 -3.5856 0.9 -1.2 0.0 1.73
C 1.4757 -0.5082 -3.2338 -0.3 -0.4 -0.5 0.45
C 1.5859 -1.9224 -3.2483 0.0 0.7 0.2 0.23
C 2.8389 -2.4808 -3.4854 0.0 0.0 -0.2 -0.67
C 3.9345 -1.6771 -3.8463 0.2 0.0 0.3 -0.85
C 3.8103 -0.2953 -3.9137 -0.7 -0.1 0.1 -1.02
H -2.5576 3.6018 -3.7340 0.0 0.1 -0.2 0.44
H 1.6328 4.1264 -4.5511 -0.1 0.0 0.0 0.46
H -0.6952 5.0528 -4.4670 0.1 -0.1 -0.2 0.41
H 3.1912 2.3572 -3.7377 0.2 0.2 -0.1 0.53
H 2.9397 -3.5686 -3.4020 0.1 0.4 -0.2 0.41
H 4.8992 -2.1595 -4.0297 -0.4 0.3 -0.1 0.38
H 4.6207 0.3480 -4.2524 0.0 -0.2 0.2 0.47
N 0.2621 0.1146 -2.8592 0.6 0.0 -4.1 -1.20
Fe -0.1292 -0.0948 -1.1636 0.0 -0.6 3.9 0.12
C -2.4641 1.0101 -2.9214 0.1 0.0 1.1 -0.97
H -2.4830 0.0001 -3.3588 0.0 0.4 -0.1 0.39
H -3.4310 1.5073 -3.0175 0.0 -0.2 -0.2 0.60
C 0.3917 -2.7684 -2.8744 0.1 0.4 0.7 -0.89
H -0.5056 -2.4985 -3.4581 0.4 -0.2 0.1 0.36
H 0.6268 -3.8411 -2.9799 -0.2 0.4 0.0 0.57
P -2.1876 0.7422 -1.0738 -2.0 1.6 -0.9 0.93
P -0.0107 -2.3822 -1.0651 1.0 -2.3 -1.3 0.97
C 1.4538 -3.1449 -0.2535 -0.2 0.0 0.2 -1.37
H 1.3737 -2.9942 0.8255 0.2 -0.1 -0.1 0.43
H 1.5508 -4.2197 -0.4618 -0.1 0.3 0.0 0.37
H 2.3597 -2.6271 -0.5936 -0.2 -0.1 0.0 0.41
C -1.3982 -3.5556 -0.8230 -0.1 0.2 0.4 -1.11
H -1.1426 -4.5715 -1.1660 0.0 0.5 0.1 0.44
H -1.6539 -3.5817 0.2409 -0.2 -0.2 -0.3 0.38
H -2.2663 -3.1774 -1.3812 0.2 -0.2 0.1 0.33
C -2.3660 2.4459 -0.4160 0.0 0.0 0.0 -1.35
H -3.2900 2.9120 -0.7881 0.3 -0.1 0.1 0.41
H -2.3892 2.4137 0.6795 -0.1 0.1 -0.3 0.37
H -1.4975 3.0457 -0.7219 -0.3 -0.1 0.0 0.37
C -3.7174 -0.1065 -0.6151 0.0 -0.1 0.3 -1.09
H -3.7860 -0.1560 0.4735 -0.1 -0.1 -0.1 0.31
H -4.5791 0.4355 -1.0213 0.1 -0.1 0.1 0.47
H -3.6932 -1.1241 -1.0169 -0.1 0.1 0.1 0.31
H 1.7416 1.4821 -1.6325 -0.2 -0.2 1.3 -0.06
H 1.5252 1.2713 -0.8992 0.4 0.4 -0.4 0.25
C -2.4690 -1.4137 3.9733 0.0 -0.3 0.0 -0.20
C -2.4738 -0.1205 3.4646 0.0 0.5 -0.1 -0.65
C -1.7350 0.1628 2.3110 -0.5 -0.4 0.7 -0.31
N -1.0913 -0.7836 1.6325 1.1 0.2 -0.2 0.06
C -1.0046 -2.0128 2.1471 -1.2 0.5 1.2 -0.36
C -1.6916 -2.3730 3.3175 0.1 0.1 -0.4 -1.01
H -3.0532 -1.6732 4.8673 0.3 0.1 -0.5 0.40
H -3.0461 0.6931 3.9313 0.3 -0.5 -0.1 0.38
H -1.6655 1.1978 1.9629 0.0 -0.5 -0.1 0.45
H -0.3956 -2.7486 1.6534 0.0 0.0 -0.2 0.73
H -1.6314 -3.4051 3.6571 0.0 0.3 0.1 0.38

***

Entry 3:
61
Properties=species:S:1:pos:R:3:forces:R:3:mulliken_charge:R:1 method="wB97M-V/def2-TZVPD" spin_multiplicity=6 homo_lumo_gap_ev="2.58 / 6.21" e_above_lowest_ev=0.580 total_charge=-1
C -0.0997 -0.1861 -6.2887 0.5 -0.1 -0.9 2.77
C -0.6570 -1.2425 -5.3052 -0.3 0.2 -0.4 -1.98
C -0.2660 1.2105 -5.6342 -0.2 -0.2 0.0 -2.45
C -1.4476 1.0336 -4.6657 -0.1 -1.1 -0.4 0.29
H -0.4561 1.9657 -6.4070 0.1 -0.2 0.3 0.34
H 0.6579 1.4635 -5.0882 -0.3 -0.1 -0.2 0.55
C -1.2685 -0.4564 -4.1477 0.2 0.3 0.1 0.68
H 0.1522 -1.9099 -4.9840 -0.2 0.1 0.0 0.46
H -1.4474 -1.8363 -5.7891 0.3 0.1 0.1 0.46
C -0.3390 -0.4766 -2.9371 -0.5 0.2 0.3 -1.57
H -2.2541 -0.8726 -3.8616 0.6 0.2 0.1 0.94
H -2.3745 1.0212 -5.2678 0.2 0.0 0.0 0.54
C -1.6031 2.0333 -3.5948 0.0 0.0 -0.7 0.69
C 1.3509 -0.3614 -6.6789 0.9 -0.9 0.8 -0.37
C -0.7520 -0.2430 -7.6720 -1.3 1.5 -0.1 0.66
O -1.3924 0.7021 -8.0977 0.6 -1.6 0.0 -0.63
O 2.1550 -1.1059 -6.1511 -0.6 0.7 -0.4 -0.59
O 1.6442 0.4065 -7.7467 0.4 -0.2 0.5 -0.24
O -0.5679 -1.3333 -8.4485 -0.3 -0.2 0.2 -0.37
C 0.0312 -2.5948 -8.0483 -0.1 0.3 -0.1 -0.47
H -0.0981 -2.8433 -6.9835 0.1 0.2 -0.6 0.26
H 1.0988 -2.5906 -8.3126 -0.3 0.0 0.2 0.16
H -0.4942 -3.3276 -8.6675 0.2 0.0 0.2 0.32
C 3.0035 0.2787 -8.1714 0.3 0.1 -0.1 -0.77
H 3.6809 0.6934 -7.4097 -0.2 -0.2 -0.3 0.29
H 3.0654 0.8480 -9.0995 0.1 -0.1 0.1 0.25
H 3.2539 -0.7791 -8.3408 -0.1 0.4 0.0 0.31
O -1.0956 0.0389 -1.8408 0.5 -0.4 -0.3 0.14
H 0.5468 0.1747 -3.0901 -0.4 -0.3 0.0 0.03
H 0.0386 -1.5046 -2.7464 -0.2 0.5 0.0 0.49
C -2.9456 2.2725 -3.0677 -0.6 0.2 0.5 -1.87
C -0.5096 2.9194 -3.1989 0.5 0.6 0.4 -1.18
H 0.0425 3.3188 -4.0635 0.0 0.0 0.2 0.27
H 0.2226 2.4285 -2.5343 -0.1 0.1 -0.1 -0.01
H -0.9213 3.7666 -2.6322 0.3 -0.1 -0.1 0.47
H -2.8857 2.5717 -2.0131 -0.2 -0.1 -0.1 0.43
H -3.5931 1.3900 -3.1520 0.1 0.2 0.1 0.40
H -3.4402 3.1003 -3.6088 0.0 -0.1 0.1 0.36
Ir 0.8124 -0.3039 0.9018 -1.6 1.0 1.1 0.91
C -2.1453 -0.9707 1.2968 2.7 -3.2 6.0 -1.12
C -2.5039 -0.5675 0.0522 -0.6 1.9 -5.6 -0.66
C -1.5000 -1.0146 -0.9662 0.3 -0.4 1.2 0.22
H -3.4121 -0.0869 -0.2917 0.0 0.0 0.3 0.45
C -0.3491 -1.5886 -0.1001 -1.2 -2.0 -1.9 -0.87
C -0.8167 -1.5961 1.2855 -3.1 -0.7 -0.4 -0.47
H -0.4663 -2.3320 2.0238 -0.3 0.6 -0.1 0.51
H -2.7441 -0.9071 2.2043 0.2 0.1 -0.3 0.30
H -1.9424 -1.8432 -1.5514 0.1 0.1 -0.5 0.36
H 0.1923 -2.4385 -0.5234 -0.3 -0.2 0.2 0.70
C 2.3790 1.2794 0.6866 1.8 0.1 -0.3 -1.08
C 2.8976 0.2103 1.5050 0.6 0.7 -0.7 -0.23
C 2.9285 -0.9870 0.7053 0.2 0.1 -0.8 -0.73
H 3.2412 0.2983 2.5288 -0.2 0.0 -0.2 0.45
C 2.4334 -0.6553 -0.6081 2.1 0.5 -0.4 -0.50
C 2.0990 0.7460 -0.6192 0.4 -0.4 0.1 -0.15
H 1.7382 1.3075 -1.4773 0.0 -0.2 0.3 0.39
H 2.2113 2.3103 0.9943 0.0 -0.5 0.0 0.47
H 3.2920 -1.9605 1.0239 -0.1 0.3 -0.1 0.37
H 2.3420 -1.3322 -1.4502 -0.1 0.1 0.2 0.51
N -0.6311 1.5733 2.9281 0.2 -0.6 -0.7 -0.95
C -0.0917 0.8852 2.1473 -0.9 2.6 3.0 0.04

***

Entry 4:
60
Properties=species:S:1:pos:R:3:forces:R:3:mulliken_charge:R:1 method="wB97M-V/def2-TZVPD" spin_multiplicity=1 homo_lumo_gap_ev=9.08 smiles="COc1ccc(CCN2C[C@H](C(=O)N(C)CCOc3ccccc3)CCC2=O)cc1" e_above_lowest_ev=1.742
C 1.5613 -3.6033 -1.4200 0.1 -0.3 0.1 -0.99
H 2.6394 -3.6895 -1.5891 0.0 0.0 0.0 0.49
O 1.0480 -2.4235 -1.9892 0.0 0.5 -0.1 -0.42
C 1.5990 -1.2352 -1.6142 -0.1 0.1 -0.1 0.79
C 1.1860 -0.1113 -2.3314 -0.1 -0.2 0.0 -0.65
C 1.7027 1.1337 -2.0417 0.1 -0.1 0.1 -0.20
C 2.6364 1.3037 -1.0244 0.2 0.0 -0.1 0.17
C 3.0355 0.1819 -0.3110 -0.1 0.2 -0.1 -0.44
C 2.5297 -1.0756 -0.5933 -0.1 -0.3 0.0 -0.47
H 2.8723 -1.9208 -0.0174 0.0 -0.1 0.0 0.45
H 3.7656 0.2856 0.4795 0.1 0.0 0.1 0.42
C 3.1866 2.6578 -0.6762 -0.1 0.0 0.3 -1.40
H 2.9446 3.3777 -1.4589 0.1 0.0 0.0 0.35
H 4.2738 2.5956 -0.5943 0.0 0.0 -0.1 0.44
C 2.6470 3.1883 0.6633 0.4 0.2 -0.2 -0.76
N 1.2729 3.6228 0.5842 0.2 -0.2 0.1 0.31
C 0.9591 4.9375 0.6899 -0.3 0.2 -0.1 0.77
O 1.7927 5.8103 0.8322 0.2 0.4 0.0 -0.69
C -0.5309 5.1872 0.6170 0.0 0.1 0.2 -0.88
C -1.2925 4.3039 1.6100 -0.2 0.0 0.0 -0.90
C -0.8299 2.8380 1.5618 -0.2 0.0 -0.1 0.74
C -2.0004 1.9013 1.2606 0.3 0.2 0.3 0.23
O -3.0319 2.3224 0.7689 -0.2 0.2 -0.3 -0.72
N -1.8392 0.5828 1.5329 -0.3 -0.3 0.0 0.16
C -0.6646 -0.0549 2.0777 0.3 0.0 0.1 -1.00
H 0.0025 -0.4101 1.2867 0.1 -0.1 0.1 0.18
H -0.9839 -0.9211 2.6569 0.1 0.0 0.0 0.37
H -0.1126 0.6141 2.7331 0.0 0.0 0.0 0.37
C -2.9179 -0.3154 1.1729 -0.1 -0.2 -0.4 -1.45
C -2.5408 -1.3013 0.0645 -0.4 0.3 0.0 -0.36
O -1.8565 -2.3908 0.6496 0.2 -0.3 0.1 -0.22
C -1.6906 -3.5317 -0.0792 0.1 -0.2 0.0 0.54
C -1.9735 -3.6602 -1.4334 -0.1 0.3 0.1 -0.11
C -1.7773 -4.8786 -2.0627 0.0 -0.1 0.0 -0.60
C -1.2976 -5.9700 -1.3624 0.0 -0.1 -0.2 -0.70
C -1.0033 -5.8384 -0.0139 0.0 0.0 0.0 -0.32
C -1.1972 -4.6313 0.6246 0.0 0.2 0.0 -0.59
H -0.9795 -4.5136 1.6751 0.0 0.0 0.1 0.40
H -0.6252 -6.6827 0.5433 0.0 -0.1 0.1 0.39
H -1.1515 -6.9161 -1.8610 0.0 -0.1 0.0 0.38
H -2.0022 -4.9682 -3.1152 0.0 0.0 -0.1 0.35
H -2.3347 -2.8224 -2.0078 0.0 0.1 0.0 0.40
H -1.9110 -0.8056 -0.6866 -0.1 -0.1 0.0 0.28
H -3.4598 -1.6551 -0.4190 0.1 0.0 0.0 0.63
H -3.7467 0.3094 0.8354 0.1 -0.2 0.1 0.46
H -3.2260 -0.8874 2.0541 0.0 0.0 -0.1 0.35
C 0.2141 2.6554 0.4463 -0.4 -0.2 0.2 -0.38
H 0.6511 1.6591 0.4870 -0.1 0.1 -0.1 -0.22
H -0.2856 2.7662 -0.5239 0.0 -0.2 0.0 0.11
H -0.3723 2.5734 2.5174 0.0 0.0 -0.1 0.22
H -2.3576 4.3439 1.3735 0.1 0.0 0.1 0.38
H -1.1527 4.6995 2.6166 0.0 0.0 0.0 0.37
H -0.8674 4.9756 -0.4004 0.0 0.0 0.0 0.36
H -0.7185 6.2403 0.8247 0.1 -0.1 -0.1 0.36
H 3.2228 4.0679 0.9621 -0.1 -0.2 0.0 0.50
H 2.7424 2.4161 1.4347 0.0 0.0 0.0 0.38
H 1.3807 1.9891 -2.6178 0.0 0.1 -0.1 0.39
H 0.4671 -0.2458 -3.1244 -0.1 0.0 -0.1 0.45
H 1.3514 -3.6594 -0.3473 0.0 0.0 0.0 0.35
H 1.0466 -4.4213 -1.9203 0.0 0.0 0.1 0.19